(1)
A 7-piece molecular cluster, C5H23NO7 overall in a non-equilibrium geometry. Source: the OMol25 dataset; level of theory: wB97M-V/def2-TZVPD.

structure (SMILES)	CCN[C@H](C)C=O.O.O.O.O.O.O
largest force on an atom	0.053	Eh/bohr
HOMO-LUMO gap	0.337	Ha
relative energy (zero: lowest compared OMol25 entry of this formula, charge and spin)	2.099	eV
E	-21379.848	eV
E_LUMO	0.36	eV

Geometry as XYZ:
```
36
Properties=species:S:1:pos:R:3:forces:R:3:lowdin_charge:R:1
C 0.624800 2.019796 -0.148136 1.07 1.95 -0.74 -0.07
C 1.442770 1.127711 -1.087432 -1.80 -1.90 0.83 -0.26
N 0.767467 -0.212799 -1.140443 0.40 1.24 -0.42 -0.04
C 1.599368 -1.355558 -1.360365 0.25 0.62 0.02 -0.38
C 0.807894 -2.614730 -1.688025 -1.07 -0.27 0.15 -0.05
C 2.425885 -1.806925 -0.138979 -0.85 -0.08 0.06 -0.17
O 2.131476 -1.537506 1.003672 0.51 0.26 -0.46 0.03
H -0.475655 1.983198 -0.130020 0.46 -0.69 0.06 0.08
H 1.117933 2.028865 0.821690 -0.67 -0.47 0.41 0.07
H 0.819139 3.062404 -0.464217 -0.15 -0.19 -0.01 0.07
H 1.549180 1.464738 -2.116004 -0.08 0.39 0.21 0.10
H 2.418399 0.955650 -0.638917 0.15 0.39 -0.09 0.09
H -0.062399 -0.222697 -0.571441 0.07 -0.73 0.16 0.09
H 2.294004 -1.055684 -2.192792 -0.46 -0.65 0.71 0.14
H 0.082296 -2.487067 -2.496019 0.57 0.22 -0.34 0.09
H 0.120086 -2.905329 -0.867278 0.70 0.17 0.04 0.10
H 1.485676 -3.438317 -1.892537 -0.11 -0.21 -0.12 0.08
H 3.179300 -2.583006 -0.303955 0.45 -0.04 -0.27 0.13
O 0.290060 -0.594421 2.545588 -0.22 0.87 -0.60 -0.05
H 0.558750 -1.349983 3.066491 0.32 -0.19 -0.15 0.06
H 0.855944 -0.540841 1.734087 -0.22 -0.58 0.92 0.03
O -3.619309 1.217987 0.451022 -0.03 0.43 -0.61 -0.08
H -3.253952 0.589491 1.110296 -0.37 -0.10 -0.07 0.03
H -4.579325 1.186488 0.370773 0.22 -0.35 0.37 0.09
O -2.289108 -0.180505 2.405937 1.26 -0.80 -0.40 -0.11
H -1.267691 -0.341883 2.332225 -1.49 0.13 0.37 0.05
H -2.696517 -1.046105 2.517771 0.15 -0.02 0.05 0.07
O 3.769232 0.856055 -2.453451 0.58 -0.03 -0.18 -0.07
H 3.763146 1.788134 -2.195558 0.05 -0.25 -0.25 0.05
H 3.770768 0.831182 -3.414068 0.13 0.18 -0.06 0.05
O -3.176783 2.241508 2.839100 -0.11 0.81 0.68 -0.12
H -2.826560 1.375445 3.131695 -0.32 0.73 -0.94 0.00
H -3.305606 2.283549 1.869366 0.35 -0.54 1.01 0.00
O -2.748083 0.089636 -1.753265 0.17 -0.19 -0.35 -0.09
H -2.962603 0.759191 -1.081710 0.01 -0.15 0.07 -0.03
H -1.954906 0.384945 -2.205779 0.08 0.03 -0.04 0.01
```
Positions in Å, forces in eV/Å.

(2)
A 6-piece molecular cluster, C5H24N2O5 overall in a non-equilibrium geometry. Source: the OMol25 dataset; level of theory: wB97M-V/def2-TZVPD.

net charge	+2
largest force on an atom	0.108	Eh/bohr
HOMO-LUMO gap	0.381	Ha
relative energy (zero: lowest compared OMol25 entry of this formula, charge and spin)	3.845	eV
E	-18773.693	eV
E_LUMO	-6.69	eV

Geometry as XYZ:
```
36
Properties=species:S:1:pos:R:3:forces:R:3:lowdin_charge:R:1
C 0.138006 -1.063114 2.013640 -1.07 3.32 0.34 -0.03
C -0.812677 -0.784727 0.815025 -1.35 -2.45 3.06 -0.28
C -0.306155 0.145550 -0.189473 0.95 -3.12 -3.97 -0.21
C -0.325808 1.602200 -0.074668 -2.96 2.02 2.00 -0.16
C 1.993247 2.486285 0.419826 -2.75 -1.38 -0.08 0.15
N 0.727603 2.181018 0.814486 3.10 -0.48 -0.42 0.00
N -0.972580 -2.330416 0.295213 0.65 2.11 0.67 0.18
H 0.607005 -0.003742 2.202277 -0.06 -2.59 0.06 0.12
H -0.493529 -1.277371 2.854292 -0.41 0.24 0.76 0.08
H 0.727338 -1.959123 1.990495 1.25 0.23 -0.73 0.07
H -1.801770 -0.409787 1.229428 0.88 -0.86 -0.64 0.17
H -0.864087 -0.204079 -1.100683 0.08 1.13 0.32 0.16
H 0.663206 -0.274996 -0.458994 0.71 0.48 0.01 0.12
H -1.446953 1.878079 0.246316 2.69 -0.17 0.26 0.17
H -0.372040 2.209034 -0.956082 0.65 -0.31 -0.90 0.10
H 2.718327 2.784420 1.268375 -1.16 -0.15 -1.85 0.16
H 2.285112 2.288056 -0.700112 -0.26 -0.01 2.79 0.17
H 0.495109 2.470809 1.756605 -0.13 -0.24 0.01 0.16
H 0.018381 -2.647874 0.102486 -1.21 0.05 -0.43 0.11
H -1.643196 -2.582499 -0.473203 0.53 0.34 0.14 0.09
H -1.177555 -2.909850 1.128959 -0.34 0.66 -0.60 0.15
H 3.797002 -0.928401 0.109141 -2.19 -2.43 -1.48 0.12
H 3.430669 -1.874675 -1.091227 1.45 -0.97 -2.80 -0.02
O 3.088454 -1.594788 -0.295064 0.65 3.44 4.28 -0.07
H -2.418183 3.467762 -2.195082 -0.79 0.20 2.74 0.12
H -3.142626 3.448672 -0.717382 -3.04 -0.15 0.65 0.00
O -2.360405 3.529073 -1.179253 3.66 0.07 -3.55 -0.05
H 0.645961 -5.091345 -0.125585 0.00 0.74 1.13 0.11
H 0.360610 -4.465354 1.311506 -0.34 -1.28 1.82 0.03
O 0.638209 -4.285938 0.446210 0.90 -0.26 -2.79 -0.03
H 1.362587 4.939421 0.015474 -0.18 0.66 -0.62 0.11
H 0.912765 4.304934 -1.354824 -0.71 1.55 -4.14 0.04
O 1.111802 4.165002 -0.492395 1.02 -0.30 4.05 0.03
H -2.635316 -3.266630 -2.698880 1.12 0.57 -1.24 0.07
H -3.384325 -3.604715 -1.603740 0.63 0.88 1.04 0.11
O -2.609226 -3.008613 -1.781192 -2.00 -1.51 0.10 -0.05
```
Positions in Å, forces in eV/Å.

(3)
A 7-piece molecular cluster, C5H24N2O7 overall in a non-equilibrium geometry. Source: the OMol25 dataset; level of theory: wB97M-V/def2-TZVPD.

structure (SMILES)	C[C@H](CC=O)NCN.O.O.O.O.O.O
largest force on an atom	0.046	Eh/bohr
HOMO-LUMO gap	0.347	Ha
relative energy (zero: lowest compared OMol25 entry of this formula, charge and spin)	2.240	eV
E	-22886.553	eV
E_LUMO	0.14	eV

Geometry as XYZ:
```
38
Properties=species:S:1:pos:R:3:forces:R:3:lowdin_charge:R:1
C 1.988620 -1.324659 0.171611 0.01 1.30 0.64 -0.03
C 0.554649 -0.919744 -0.267658 0.57 -0.67 0.89 -0.39
C -0.259395 -2.156687 -0.671608 -0.19 0.54 -0.09 -0.11
C -0.065116 -3.452457 0.054932 0.32 0.58 -0.14 -0.21
O 0.156508 -3.554768 1.240440 0.02 -0.71 -0.45 0.04
N 0.485738 0.139908 -1.256867 -0.48 0.14 -0.33 -0.02
C 0.980475 1.418384 -0.725350 -0.03 -0.62 -0.44 -0.30
N 1.316304 2.342620 -1.781867 -1.82 -1.17 -0.96 0.03
H 2.649956 -0.515246 -0.141794 0.37 -0.45 -0.50 0.05
H 2.090943 -1.214663 1.253891 -0.25 -0.44 0.09 0.08
H 2.350695 -2.309571 -0.100418 0.00 0.02 -0.39 0.08
H 0.075213 -0.512272 0.621020 0.03 0.09 0.06 0.11
H -1.302402 -1.936590 -0.402692 -0.20 -0.04 -0.64 0.12
H -0.142928 -2.330852 -1.743768 -0.32 -0.05 0.01 0.12
H -0.194347 -4.320815 -0.616246 0.03 -0.32 0.45 0.13
H 0.937558 -0.072116 -2.136282 0.26 -0.19 0.02 0.10
H 0.180606 1.775650 -0.083560 0.06 0.18 0.38 0.10
H 1.903788 1.249553 -0.174644 -0.06 0.25 0.48 0.10
H 0.484621 2.796622 -2.161496 0.41 -0.04 0.16 0.10
H 1.973103 3.000096 -1.478032 0.95 1.17 0.41 0.07
O -3.233862 0.286675 -0.560545 0.37 -0.62 -0.56 -0.08
H -3.179175 0.058341 0.380740 0.44 0.06 -0.13 0.01
H -2.477447 -0.089070 -1.058818 -0.47 0.29 0.84 0.05
O 1.137932 2.106570 2.334088 -0.36 -0.01 0.82 -0.07
H 0.261039 2.169589 1.932553 0.13 -0.05 0.09 0.02
H 0.946002 2.064677 3.293381 0.22 0.03 -0.80 0.05
O 3.566013 1.016761 -2.948321 -0.02 -0.31 -0.04 -0.08
H 3.714949 0.624310 -2.079897 0.02 0.04 -0.15 0.01
H 2.625274 1.266120 -2.936915 0.24 0.27 0.18 -0.01
O -0.370849 -1.440062 2.708057 0.38 -1.05 0.42 -0.08
H -0.067334 -2.319288 2.344298 -0.53 0.96 -0.44 0.02
H -0.073115 -1.573052 3.613278 -0.14 0.56 0.34 0.05
O -3.792105 2.650838 -1.601443 0.27 -0.06 0.09 -0.09
H -3.952793 1.759104 -1.928908 -0.32 0.14 -0.26 0.01
H -3.289323 2.379790 -0.819873 -0.11 0.36 -0.01 0.01
O -2.596352 0.549596 2.251823 -0.38 -0.44 0.66 -0.07
H -2.069554 -0.206041 2.568014 0.29 0.08 -0.24 0.01
H -3.313879 0.592751 2.908869 0.28 0.17 -0.45 0.06
```
Positions in Å, forces in eV/Å.

(4)
A 6-piece molecular cluster, C5H24N3O5 overall in a non-equilibrium geometry. Source: the OMol25 dataset; level of theory: wB97M-V/def2-TZVPD.

net charge	+1
largest force on an atom	0.052	Eh/bohr
HOMO-LUMO gap	0.294	Ha
relative energy (zero: lowest compared OMol25 entry of this formula, charge and spin)	2.479	eV
E	-20276.490	eV
E_LUMO	-2.54	eV

Geometry as XYZ:
```
37
Properties=species:S:1:pos:R:3:forces:R:3:lowdin_charge:R:1
C -0.996261 2.608488 0.496645 0.40 0.59 -0.07 -0.03
C 0.079655 1.566689 0.737287 0.17 -1.31 -1.26 -0.33
C 0.648740 1.064376 -0.596477 1.31 0.69 -0.61 -0.14
C 1.802041 0.041970 -0.538966 -2.61 0.30 0.40 -0.33
C 1.909949 -0.830324 -1.548174 1.28 -0.87 1.72 -0.16
N 2.986659 -1.691380 -1.625012 -0.25 0.07 -0.27 0.07
N 2.517884 0.134780 0.697260 1.20 -0.33 -0.30 0.06
N -0.517052 0.336913 1.356030 -0.34 0.71 0.18 0.20
H -1.462932 2.466858 -0.474349 0.12 0.02 -0.14 0.07
H -0.452738 3.553314 0.506078 -0.41 0.23 -0.16 0.10
H -1.832737 2.684436 1.191236 0.35 -0.21 0.48 0.09
H 0.959521 1.881803 1.283849 -0.41 0.10 0.75 0.14
H -0.167188 0.789509 -1.262689 0.54 -0.18 0.26 0.06
H 1.168178 1.895168 -1.090001 -0.64 0.52 0.10 0.14
H 1.104730 -0.966111 -2.238249 0.10 0.19 -0.39 0.09
H 3.004991 -2.451302 -2.276695 0.01 -0.04 0.09 0.09
H 3.665725 -1.681093 -0.884997 0.04 -0.12 -0.16 0.08
H 2.736324 -0.768189 1.111798 -0.15 -0.11 -0.20 0.08
H 3.426956 0.582927 0.588056 -0.15 0.20 0.09 0.10
H 0.134646 -0.441537 1.470224 0.11 0.11 0.15 0.12
H -0.967138 0.536004 2.273223 0.51 -0.31 -0.01 0.11
H -1.235200 0.021468 0.714301 -0.30 -0.23 -0.15 0.12
H -0.423606 -3.030297 2.777086 0.06 0.08 0.03 0.06
H -1.343897 -2.393844 1.739001 0.06 0.06 0.01 0.03
O -0.700089 -2.171774 2.436455 -0.24 -0.31 -0.21 -0.06
H -1.462787 0.556050 -2.255391 -0.37 0.08 -0.50 0.02
H -3.050779 0.537310 -2.110994 0.19 0.15 -0.33 0.08
O -2.209660 0.313825 -1.702371 -0.24 -0.46 0.68 -0.04
H -1.550725 -0.408144 4.166109 0.03 0.02 0.00 0.06
H -0.174095 0.161696 4.465744 0.02 0.10 0.02 0.07
O -1.007362 0.379835 4.033120 -0.19 -0.04 0.25 -0.04
H -2.280842 -1.403796 -0.660045 -0.07 -0.07 -0.22 0.00
H -3.388275 -2.358182 -0.213898 0.08 -0.07 0.08 0.06
O -2.454663 -2.159484 -0.078596 0.09 0.21 0.19 -0.05
H -0.201580 0.446627 -4.292815 -0.02 0.39 0.11 0.06
H 1.103070 -0.202600 -4.393966 0.44 0.11 0.28 0.06
O 0.630547 0.398007 -3.799811 -0.73 -0.26 -0.88 -0.05
```
Positions in Å, forces in eV/Å.

(5)
A 7-piece molecular cluster, C5H24NO7 overall in a non-equilibrium geometry. Source: the OMol25 dataset; level of theory: wB97M-V/def2-TZVPD.

net charge	+1
largest force on an atom	0.075	Eh/bohr
HOMO-LUMO gap	0.387	Ha
relative energy (zero: lowest compared OMol25 entry of this formula, charge and spin)	1.647	eV
E	-21390.298	eV
E_LUMO	-2.92	eV

Geometry as XYZ:
```
37
Properties=species:S:1:pos:R:3:forces:R:3:lowdin_charge:R:1
O 0.462559 0.564833 -1.839988 -0.20 -0.26 -0.07 0.05
C 1.200869 -0.080445 -1.138648 -0.35 1.53 0.05 -0.20
C 0.929051 -0.154098 0.395075 1.00 0.15 -2.16 -0.26
C 0.895831 -1.627690 0.788884 2.65 0.48 2.74 -0.17
C 0.469876 -2.668679 -0.210628 -0.29 -0.29 -0.48 -0.25
C 1.602207 -3.499868 -0.801025 1.17 -0.17 -0.31 -0.10
N -0.262012 0.754135 0.712286 2.86 -0.73 0.23 0.25
H 2.143205 -0.446633 -1.600178 -0.27 -0.48 0.72 0.16
H 1.782824 0.386214 0.807903 -0.09 -0.41 0.26 0.11
H 0.519283 -1.713503 1.847407 -0.17 -0.17 -1.18 0.13
H 2.018979 -1.803160 0.971295 -1.39 0.13 -0.18 0.15
H -0.281739 -3.301239 0.241049 -0.26 -0.22 -0.10 0.11
H 0.022534 -2.178977 -1.068189 -0.55 0.10 -0.13 0.10
H 1.368213 -3.957821 -1.766412 -0.24 0.07 0.24 0.09
H 2.062973 -4.262272 -0.190835 -0.74 -0.64 0.70 0.07
H 2.530167 -2.947789 -0.953705 -0.21 0.85 -0.42 0.07
H -0.172362 1.558584 0.083720 -1.29 -0.51 -1.05 0.13
H -1.046781 0.084264 0.807219 -0.85 1.09 0.14 0.13
H 0.116648 1.252177 1.525589 -1.01 -0.80 1.00 0.12
H 1.889119 0.290680 3.738472 -0.01 0.02 -0.20 0.07
H 1.474685 1.746114 3.712586 0.09 0.02 -0.03 0.06
O 1.649378 1.000192 3.125968 -0.17 0.10 0.25 -0.04
H 2.133991 3.109373 -1.122817 0.32 0.08 0.12 0.07
H 3.036110 2.690061 0.107824 0.01 0.27 -0.39 0.07
O 2.268360 2.457138 -0.426859 -0.25 -0.30 0.37 -0.03
H -2.021990 1.611875 -2.661574 0.07 0.01 0.01 0.03
H -2.979490 0.659410 -3.353293 -0.05 0.00 -0.03 0.05
O -2.754888 1.013786 -2.486971 0.06 -0.10 0.08 -0.05
H -4.076821 -1.547511 -1.656237 0.10 0.71 -0.14 0.06
H -2.552763 -1.101730 -1.353877 -0.67 0.70 -0.60 0.01
O -3.207959 -1.801974 -1.351947 0.58 -1.39 0.73 -0.05
H -2.793911 -1.887248 0.646666 -0.95 0.20 0.28 0.03
H -2.960273 -1.040330 2.079773 -0.80 -0.52 -0.33 0.06
O -2.420732 -1.338535 1.350353 1.99 0.65 -0.14 -0.05
H -0.312431 4.018077 2.117296 0.44 0.31 -0.10 0.05
H 1.053578 4.133349 1.323423 0.08 0.07 0.36 0.03
O 0.102355 4.049746 1.245418 -0.61 -0.56 -0.23 -0.05
```
Positions in Å, forces in eV/Å.

(6)
A 6-piece molecular cluster, C5H25N2O5S overall in a non-equilibrium geometry. Source: the OMol25 dataset; level of theory: wB97M-V/def2-TZVPD.

net charge	+1
largest force on an atom	0.109	Eh/bohr
HOMO-LUMO gap	0.358	Ha
relative energy (zero: lowest compared OMol25 entry of this formula, charge and spin)	3.817	eV
E	-29635.133	eV
E_LUMO	-2.55	eV

Geometry as XYZ:
```
38
Properties=species:S:1:pos:R:3:forces:R:3:lowdin_charge:R:1
C -1.733573 0.928944 1.587988 -0.61 2.54 4.96 -0.27
N -0.935408 -0.148145 2.209926 -0.73 -0.45 -1.33 -0.09
C -1.618140 -1.422236 1.944908 -2.03 -1.49 0.15 -0.25
C -0.698781 -2.602350 1.626546 0.69 -4.53 -1.28 -0.27
C 0.815771 -2.416147 1.665444 0.95 -0.10 1.54 -0.54
S 1.836271 -1.912601 0.177834 -2.02 0.13 0.00 0.71
C -1.623759 0.909920 0.084098 -2.15 -2.28 0.17 -0.17
N -0.263414 0.715894 -0.502776 -1.60 2.94 -3.63 0.17
H -2.889883 0.900175 1.889821 2.10 -0.46 -1.01 0.15
H -1.457245 1.866056 2.315033 -0.24 -1.66 -2.79 0.15
H -0.530426 0.018290 3.158841 -1.11 -0.25 -1.34 0.15
H -2.349443 -1.377609 0.988418 1.48 0.38 2.64 0.13
H -2.270861 -1.768245 2.868069 0.97 0.87 -1.88 0.15
H -0.853040 -3.485660 2.350624 0.12 1.70 -0.36 0.12
H -0.902640 -3.370875 0.685976 -0.09 2.61 1.48 0.15
H 1.042074 -1.833583 2.562707 0.08 1.00 -0.57 0.07
H 1.262517 -3.320317 2.060500 -0.01 -0.74 -0.78 0.06
H 3.028314 -1.996646 0.701204 0.79 -0.16 0.67 -0.16
H -2.227101 1.679787 -0.372286 0.45 0.45 -0.28 0.13
H -2.270847 -0.077640 -0.108019 1.79 2.09 -0.43 0.13
H 0.258777 1.631046 -0.754024 -0.98 -1.19 1.16 0.13
H 0.254178 0.178306 0.123968 1.52 -1.48 1.23 0.03
H -0.380887 0.270554 -1.473648 0.29 0.05 1.83 0.13
H 2.344562 3.194279 -1.785016 -0.54 0.96 0.58 0.08
H 1.869721 1.935460 -2.010084 -0.60 -0.75 0.08 0.01
O 1.510120 2.732527 -1.584232 1.33 -0.25 -0.76 -0.08
H -0.022450 0.233988 -4.000214 0.49 -0.79 -0.38 0.01
H -0.090649 1.738629 -4.426878 -0.99 -1.66 1.18 0.09
O -0.547162 1.012433 -3.886067 0.52 2.34 -0.61 -0.07
H -0.490833 3.997509 0.969989 -0.38 0.41 0.05 0.06
H 0.890052 3.471084 0.709910 0.26 0.01 -0.10 0.04
O 0.027313 3.198844 1.030604 0.31 -0.20 -0.06 -0.04
H -0.098490 -2.481344 -2.005159 -0.71 1.51 -0.21 0.06
H -1.409212 -2.195133 -1.309033 1.30 1.50 -1.65 0.09
O -0.752841 -1.720618 -1.946722 -0.59 -3.05 1.79 -0.13
H 3.894739 0.731033 -1.169947 1.75 0.07 4.48 -0.01
H 3.843221 -0.000895 -2.391994 0.37 -1.22 -1.10 0.05
O 3.539457 0.785285 -1.986307 -2.17 1.14 -3.42 0.02
```
Positions in Å, forces in eV/Å.